The following is a DFT calculation (ωB97M-V with the def2-TZVPD basis set) of a structure of composition C5H10N at a distorted geometry.

Element x y z (Å)
C: -1.276 0.206 -1.302
C: 0.076 -0.899 -0.433
C: -0.204 1.174 -1.290
C: -0.256 -1.895 0.547
C: 0.628 0.903 1.202
N: 0.756 0.463 -0.278
H: -2.107 -0.127 -1.879
H: 0.235 1.359 -2.328
H: -0.376 2.201 -0.971
H: -1.064 -2.578 0.264
H: -0.444 -1.471 1.520
H: 0.511 -2.552 0.689
H: 1.365 0.249 1.754
H: 0.714 1.971 1.352
H: -0.294 0.532 1.667
H: 1.736 0.464 -0.514

Strongest force on any atom (eV/A): 7.528
E_LUMO (spin up / spin down) (hartree): -0.181 / -0.165
Net charge: +1
Kohn-Sham gap (spin up / spin down) (eV): 8.5 / 9.2
ΔE to the lowest compared entry with this formula, charge and spin (kcal/mol): 140.1

Atomic partial charges in e from the Löwdin method, atoms 1 to 6: 0.184, 0.001, -0.169, -0.076, 0.026, -0.084